A 2-piece molecular cluster, C3H11NO overall in a non-equilibrium geometry. Source: OMol25; level of theory: ωB97M-V/def2-TZVPD.

Last column: Löwdin charge in e.
Element x y z (Å)
O 0.07 0.39 -1.03  -0.094
N -1.27 -2.02 1.36  -0.006
C -0.32 -1.13 0.74  -0.292
C 2.15 2.61 -0.51  -0.054
C -0.97 -0.32 -0.37  -0.274
H 2.47 1.58 -0.42  0.014
H -1.67 0.36 0.13  0.120
H -1.51 -0.90 -1.12  0.114
H -1.91 -2.41 0.68  0.059
H 2.26 2.91 -1.56  0.018
H -0.34 1.09 -1.55  0.087
H -0.82 -2.83 1.76  0.060
H 1.11 2.70 -0.23  0.004
H 0.56 -1.59 0.28  0.114
H 0.07 -0.40 1.45  0.113
H 2.79 3.22 0.12  0.015

## Properties
Relative energy (zero: lowest compared OMol25 entry of this formula, charge and spin)   20.1 kcal per mole
SMILES   NCCO.C

=====

A 2-piece molecular cluster, C3H11NO overall in a non-equilibrium geometry. Source: OMol25; level of theory: ωB97M-V/def2-TZVPD.

Last column: Löwdin charge in e.
Element x y z (Å)
O 3.87 -0.20 0.46  -0.142
N -1.46 0.76 -0.67  -0.024
C -1.40 -0.60 -0.12  -0.352
C -2.86 -1.07 0.11  -0.133
C 2.97 0.80 -0.16  -0.121
H 2.88 1.60 0.57  0.073
H -0.93 0.96 -1.51  0.059
H -0.95 -0.47 0.90  0.106
H -3.64 -0.88 -0.63  0.071
H 4.10 0.23 1.28  0.052
H 2.00 0.27 -0.22  0.070
H -1.06 1.39 0.02  0.053
H -3.12 -0.50 1.02  0.059
H -2.91 -2.02 0.63  0.057
H -0.86 -1.44 -0.60  0.102
H 3.36 1.17 -1.11  0.070

## Properties
Relative energy (zero: lowest compared OMol25 entry of this formula, charge and spin)   40.5 kcal per mole
SMILES   CCN.CO

=====

A 2-piece molecular cluster, C3H11NO overall in a non-equilibrium geometry. Source: OMol25; level of theory: ωB97M-V/def2-TZVPD.

Last column: Löwdin charge in e.
Element x y z (Å)
O -0.20 0.69 -0.04  -0.243
N 1.49 -0.84 2.44  0.011
C -1.40 0.52 0.82  -0.067
C -0.37 -0.63 -2.21  -0.098
C 0.26 0.44 -1.39  -0.272
H -0.41 -1.53 -1.76  0.045
H 2.04 -1.36 3.08  -0.022
H -2.22 0.14 0.19  0.073
H -1.35 -0.28 -2.35  0.059
H 0.00 -0.70 -3.17  0.055
H -1.57 1.50 1.37  0.093
H 0.22 1.41 -2.04  0.137
H 1.36 0.07 -1.37  0.128
H 1.95 -0.86 1.51  0.023
H 1.57 0.13 2.76  0.018
H -1.32 -0.16 1.69  0.059

## Properties
Relative energy (zero: lowest compared OMol25 entry of this formula, charge and spin)   58.3 kcal per mole
SMILES   CCOC.N

=====

A 2-piece molecular cluster, C3H11NO overall in a non-equilibrium geometry. Source: OMol25; level of theory: ωB97M-V/def2-TZVPD.

Last column: Löwdin charge in e.
Element x y z (Å)
O -1.11 0.74 -2.73  -0.094
N -0.62 -1.49 -0.09  -0.022
C 0.51 -1.12 0.83  -0.276
C 0.93 0.29 0.35  -0.299
C 0.02 1.37 0.83  -0.128
H -0.84 -2.45 0.21  0.066
H 1.95 0.37 0.78  0.104
H 0.23 -1.17 1.89  0.109
H 1.02 0.36 -0.75  0.099
H -1.40 -0.91 0.23  0.060
H -0.89 1.23 0.21  0.061
H -0.17 0.94 -2.93  0.045
H -0.26 1.28 1.89  0.080
H 0.40 2.39 0.65  0.080
H -1.07 0.04 -2.03  0.007
H 1.31 -1.86 0.65  0.108

## Properties
Relative energy (zero: lowest compared OMol25 entry of this formula, charge and spin)   12.3 kcal per mole
SMILES   CCCN.O